1.
Computed, not measured: 2 unconnected molecules or ions with the total composition C4H7NO2 at a distorted geometry, with ωB97M-V/def2-TZVPD.

Calculated values
- HOMO level (eV) = -9.0202
- electronic energy (eV) = -9845.4698

The geometry in XYZ format:
```
14
Properties=species:S:1:pos:R:3:forces:R:3:nbo_charge:R:1
O 2.3844 0.2103 0.0200 0.078 0.156 0.212 -0.7102
C 1.1724 -0.0161 -0.6662 -0.347 -0.135 -0.229 -0.1049
C 0.0655 -0.2957 0.3190 0.078 -0.116 0.052 0.1465
C -0.5325 -1.4786 0.4548 0.013 -0.003 0.013 -0.4715
N -0.1443 0.8073 1.1770 -0.199 0.000 -0.003 -0.8474
C -1.8427 1.1714 -1.2494 -1.096 -0.428 -0.942 0.4908
O -2.6370 0.6579 -1.8743 0.822 0.518 0.657 -0.4903
H 2.1255 0.6436 0.8477 0.218 -0.023 -0.111 0.4780
H 0.9001 0.8650 -1.2750 0.058 -0.115 0.112 0.1592
H 1.3051 -0.8573 -1.3535 0.021 0.081 0.183 0.1884
H -0.2179 -2.3376 -0.1302 -0.069 0.202 0.029 0.2108
H -1.3202 -1.6342 1.1893 0.130 0.026 -0.096 0.1949
H -0.8449 0.6245 1.8855 0.100 -0.009 -0.026 0.3740
H -0.4137 1.6395 0.6553 0.194 -0.155 0.148 0.3815
```
Forces are in eV/Å.

2.
Computed, not measured: a molecular structure, C4H7NO2, with ωB97M-V/def2-TZVPD.

Calculated values
- HOMO level (eV) = -7.9961
- electronic energy (eV) = -9841.4070

The geometry in XYZ format:
```
14
Properties=species:S:1:pos:R:3:forces:R:3:nbo_charge:R:1
C 1.1475 -1.3767 -0.1060 0.001 0.032 0.019 -0.6315
C 0.2886 -0.1962 -0.4958 0.102 -0.229 0.277 0.0859
C 0.9056 1.1942 -0.5930 -0.015 0.245 -0.204 -0.2947
O 0.5256 0.3354 -1.7424 -0.069 -0.062 -0.053 -0.4625
C -0.7293 0.2686 0.4692 -0.126 0.119 -0.110 0.6418
O -0.1402 0.6919 1.5328 0.066 0.019 -0.251 -0.6705
N -2.0542 0.2966 0.3205 0.115 0.109 -0.037 -0.7585
H 2.1750 -1.1951 -0.4410 -0.183 0.028 0.076 0.2359
H 1.1447 -1.5400 0.9765 -0.010 0.044 -0.173 0.2225
H 0.7774 -2.2883 -0.5926 0.054 0.179 0.056 0.2183
H 0.1303 1.9837 -0.6151 0.042 -0.173 0.134 0.1474
H 0.9186 1.0070 0.8925 -0.313 -0.253 0.152 0.4390
H -2.6264 0.8636 0.9319 0.179 -0.108 -0.041 0.4118
H -2.4632 -0.0449 -0.5374 0.159 0.049 0.155 0.4151
```
Forces are in eV/Å.

3.
Computed, not measured: C4H7NO2 in the gas phase at a distorted geometry, with ωB97M-V/def2-TZVPD.

Calculated values
- HOMO level (eV) = -9.7583
- electronic energy (eV) = -9845.0923

The geometry in XYZ format:
```
14
Properties=species:S:1:pos:R:3:forces:R:3:nbo_charge:R:1
C -1.4456 -0.8689 0.1145 0.168 -0.197 0.012 -0.6769
C -0.5886 0.0182 -0.7272 1.257 -1.441 -0.284 0.2148
C 0.1384 1.1588 -0.1837 -0.850 0.345 0.211 -0.2858
N 1.0916 0.6521 0.7393 0.176 0.075 0.105 -0.6691
C 1.6885 -0.5745 0.3061 -0.364 0.877 0.025 0.8682
O 2.7426 -0.9260 0.8018 -0.861 -0.330 -0.744 -0.6289
O 0.9343 -1.1573 -0.6183 -1.040 1.265 -0.364 -0.5860
H -0.9454 -1.0910 1.0550 -0.173 -0.022 0.010 0.2414
H -1.5237 -1.7816 -0.4763 -0.182 -0.173 0.254 0.2505
H -2.4643 -0.4981 0.2996 0.315 0.190 -0.222 0.2283
H -1.0959 0.3301 -1.6672 0.918 -1.071 -0.063 0.2159
H -0.8327 1.5608 0.1950 0.743 0.959 0.861 0.2212
H 0.5168 1.8788 -0.9243 -0.029 -0.410 0.022 0.2045
H 1.7841 1.2987 1.0856 -0.078 -0.067 0.178 0.4019
```
Forces are in eV/Å.

4.
Computed, not measured: C4H7NO2 in the gas phase at a distorted geometry, with ωB97M-V/def2-TZVPD.

Calculated values
- HOMO level (spin up / spin down) (eV) = -8.2624 / -8.2630
- electronic energy (eV) = -9838.7989

The geometry in XYZ format:
```
14
Properties=species:S:1:pos:R:3:forces:R:3:nbo_charge:R:1
C -1.3349 0.9385 -0.0345 -2.416 0.490 -0.251 -0.0319
C -0.6263 -0.2172 -0.4837 2.872 -0.837 -0.225 0.0083
C -1.1299 1.6788 1.1793 5.721 -1.906 1.008 -0.1089
C 1.4994 -1.2477 -0.3776 2.662 0.748 -1.322 -0.4322
N 0.5938 -0.2799 -0.0724 -3.673 2.242 0.624 -0.3117
O -0.6744 2.3729 -0.0974 -2.030 0.085 0.362 -0.0745
O 0.6190 2.4269 -0.3722 1.962 0.248 -0.039 -0.4931
H -2.2920 1.1574 -0.4846 -0.250 -0.424 -0.141 0.2107
H -1.0596 -0.9166 -1.2370 0.150 0.513 0.445 0.1705
H -1.8843 2.0867 1.7562 -1.461 1.191 0.650 0.2058
H -0.1001 1.3636 1.7775 -2.870 0.881 -1.665 0.2473
H 2.3996 -0.7373 -0.8750 -1.016 -0.779 0.853 0.2263
H 1.7828 -1.6030 0.5797 0.883 -0.945 0.706 0.2182
H 1.1567 -1.9937 -1.0295 -0.533 -1.506 -1.007 0.1649
```
Forces are in eV/Å.

5.
Computed, not measured: C4H7NO2 in the gas phase at a distorted geometry, with ωB97M-V/def2-TZVPD.

Calculated values
- HOMO level (eV) = -9.9180
- electronic energy (eV) = -9845.2990
- SMILES = NC(=O)C[C@H]1CO1

The geometry in XYZ format:
```
14
Properties=species:S:1:pos:R:3:forces:R:3:nbo_charge:R:1
N -0.6027 -0.8197 1.8916 -0.076 -0.034 0.041 -0.8320
C -0.8638 0.3891 1.3182 -0.101 0.002 0.032 0.6764
O -1.8333 1.0614 1.6132 0.273 -0.188 -0.090 -0.6032
C 0.1790 0.8389 0.3082 -0.140 0.013 -0.175 -0.5339
C 0.6644 -0.2327 -0.6490 -1.055 -0.058 -0.679 0.0249
C 0.4008 -0.1394 -2.0950 -0.244 0.431 -0.462 -0.1020
O 1.6597 0.2012 -1.5401 0.358 -0.030 -0.062 -0.4689
H -1.2422 -1.1776 2.5826 0.062 0.060 -0.054 0.4068
H 0.2022 -1.3644 1.6337 -0.107 0.066 0.087 0.3938
H 1.0128 1.2910 0.8693 -0.065 -0.359 -0.187 0.2470
H -0.2536 1.6504 -0.2825 -0.023 -0.034 0.151 0.2420
H 0.5083 -1.2894 -0.5224 1.115 -0.541 1.497 0.1874
H -0.3062 0.6190 -2.3973 0.383 0.500 -0.411 0.1796
H 0.4747 -1.0276 -2.7304 -0.380 0.173 0.313 0.1821
```
Forces are in eV/Å.

6.
Computed, not measured: C4H7NO2 in the gas phase at a distorted geometry, with ωB97M-V/def2-TZVPD.

Calculated values
- HOMO level (eV) = -9.6330
- electronic energy (eV) = -9845.1096
- SMILES = O[C@@H]1CN=COC1

The geometry in XYZ format:
```
14
Properties=species:S:1:pos:R:3:forces:R:3:nbo_charge:R:1
O -0.5217 -0.5293 1.4915 -0.921 -0.316 -0.233 -0.7240
C -0.9195 -0.0413 0.1937 -0.131 0.288 -0.372 0.0437
C -0.3087 -0.8697 -0.9450 -0.051 -0.098 0.481 -0.2763
N 1.1061 -0.9688 -0.5472 0.265 0.349 -0.125 -0.5253
C 1.5699 -0.0368 0.1881 0.013 -0.440 0.312 0.4063
O 1.0498 1.1624 0.5449 0.469 0.007 -0.451 -0.4827
C -0.2637 1.3501 0.0313 -0.194 -0.102 -0.003 -0.1005
H 0.0132 -1.3404 1.4360 -0.398 0.477 -0.303 0.4854
H -2.0068 0.0108 0.1828 -0.020 0.012 -0.165 0.1913
H -0.4521 -0.4591 -1.9671 0.054 0.101 0.754 0.2110
H -0.7649 -1.8701 -0.9766 0.406 0.067 0.111 0.2046
H 2.4331 -0.2407 0.8118 0.512 0.232 -0.482 0.1796
H -0.1567 1.6809 -1.0151 -0.381 -0.318 0.225 0.1834
H -0.7781 2.1519 0.5709 0.377 -0.259 0.251 0.2035
```
Forces are in eV/Å.

> Which of these has the lowest electronic energy?

number 1